Record 1
71
Properties=species:S:1:pos:R:3:forces:R:3 method="wB97M-V/def2-TZVPD" total_energy_ev=-43661.96207 spin_multiplicity=1 lumo_ha=-0.1018 homo_energy_ev=-5.7 orbital_gap_ev=2.930
C -0.38277 -2.65852 3.55425 -0.7 0.1 -0.7
C -1.69221 -2.71392 2.51689 1.2 1.2 1.4
O -1.75252 -4.09797 2.02140 -1.3 1.7 -1.9
C -2.45267 -4.18746 0.71891 0.2 -0.4 0.2
C -1.40978 -3.68971 -0.46377 3.4 0.8 -2.7
C 0.15206 -4.28366 -0.54348 -3.2 3.8 -2.9
C 1.05361 -3.62260 -1.78813 -1.7 0.2 0.0
C 2.64678 -4.09482 -1.98778 -0.7 1.0 1.1
C 3.13598 -5.13701 -0.82474 4.7 0.3 0.8
N 4.48659 -5.10515 -0.45547 -6.3 -0.1 -2.9
N 0.54786 -2.61848 -2.76608 -0.3 -3.2 4.3
N -0.72927 -2.17586 -2.61464 -3.2 -1.0 2.6
C -1.80354 -2.55183 -1.62117 2.3 -2.5 1.1
C -3.33171 -1.88172 -1.57448 1.1 0.1 0.3
C -3.29334 -0.84850 -0.25971 1.1 0.5 -0.3
C -3.97064 0.61426 -0.56434 -0.7 -0.3 0.7
C -4.11318 1.46734 0.82902 0.2 1.0 -0.5
C -2.70242 1.75135 1.61633 0.3 0.3 1.0
C -2.14356 3.30433 1.44698 -0.4 -0.8 0.8
C -0.69244 3.52653 2.20193 -0.5 -0.3 -0.5
C 0.45039 2.67666 1.37850 -0.7 -0.5 0.1
Si 1.85206 3.80795 0.62052 0.2 -0.3 -0.6
C 1.19358 5.56870 0.11249 -0.3 0.7 -0.7
C 3.36101 3.91391 1.83743 0.6 0.8 0.7
C 2.34153 2.93906 -1.06791 1.1 -2.3 -3.6
C 2.31093 1.28365 -1.05392 1.0 1.7 -3.8
C 2.65863 0.39801 -2.39494 0.0 4.4 -0.1
C 3.03899 1.18305 -3.78435 -0.8 2.1 3.5
C 3.11200 2.85281 -3.78854 -1.0 -1.5 2.9
C 2.76190 3.76320 -2.43104 -0.1 -5.2 -0.2
H -0.39431 -3.62027 4.22320 0.0 2.0 -1.2
H -0.42675 -1.65428 4.17898 0.1 -2.2 -1.2
H 0.59583 -2.65230 2.91040 -1.9 -0.1 1.3
H -2.68700 -2.36488 3.07287 1.9 -1.1 -1.2
H -1.47508 -1.90220 1.70149 -0.5 -1.8 1.1
H -3.47277 -3.59552 0.72668 2.2 -0.9 -0.2
H -2.74809 -5.33030 0.59095 0.9 2.4 0.1
H 0.55139 -5.08408 0.20839 -0.8 1.8 -1.7
H 2.88384 -4.43845 -3.08498 -0.9 0.5 2.1
H 3.26982 -3.09036 -1.81956 -1.3 -2.2 -0.3
H 2.48734 -5.95257 -0.29093 1.0 1.8 -1.3
H 4.90773 -4.34855 -1.05058 0.4 -0.7 1.3
H -1.04250 -1.43858 -3.32026 0.9 -1.4 1.2
H -4.17611 -2.69956 -1.41642 2.1 1.5 -0.5
H -3.54304 -1.32590 -2.58476 0.5 -1.0 2.0
H -3.71030 -1.38384 0.70949 0.6 1.2 -2.2
H -2.14268 -0.63816 -0.02497 -2.5 -0.5 -0.5
H -5.07785 0.45361 -0.98084 2.5 0.4 0.7
H -3.32836 1.23785 -1.33622 -1.3 -1.5 1.5
H -4.89619 0.97754 1.54888 1.5 0.8 -1.4
H -4.54468 2.53740 0.52477 0.8 -2.3 0.7
H -1.81539 1.04968 1.31593 -1.8 1.1 0.4
H -2.89560 1.55733 2.77658 0.5 0.5 -2.4
H -2.93192 3.99079 1.97402 1.4 -1.1 -1.3
H -2.06689 3.50663 0.29435 -0.1 -0.1 2.2
H -0.76796 3.18244 3.32921 0.1 0.7 -2.3
H -0.47557 4.68052 2.16985 -0.4 -2.3 0.2
H 0.98876 1.84458 2.03006 -1.3 1.6 -1.2
H -0.11877 2.14243 0.48369 1.4 1.0 1.8
H 0.40738 5.37200 -0.76233 1.5 0.6 2.0
H 0.70201 6.16161 1.01016 1.0 -1.1 -2.0
H 2.06832 6.22481 -0.35614 -1.9 -1.3 1.1
H 4.34784 4.19749 1.23842 -2.0 -0.8 1.4
H 3.50942 2.93893 2.49452 -0.2 2.1 -1.5
H 3.11968 4.83380 2.55872 0.6 -2.0 -1.3
H 2.03390 0.74041 -0.05280 0.6 1.1 -2.2
H 2.61454 -0.77627 -2.36253 0.2 2.7 -0.1
H 3.27346 0.55202 -4.76728 -0.5 1.7 2.4
H 3.40296 3.42732 -4.79049 -0.7 -1.5 2.4
H 2.81765 4.94172 -2.44311 -0.1 -2.8 0.0
F 6.12214 -3.63842 0.50243 -0.2 0.4 -0.3

---

Record 2
78
Properties=species:S:1:pos:R:3:forces:R:3 method="wB97M-V/def2-TZVPD" total_energy_ev=-209690.50218 spin_multiplicity=1 charge=-1 lumo_ha=0.0867 homo_energy_ev=-4.2 orbital_gap_ev=6.549
Pb 1.34909 -0.31841 -1.45875 0.8 -0.1 0.3
N 0.66468 -0.99432 2.71507 -0.2 0.1 0.0
N 1.72129 -0.22439 3.22079 -0.6 0.0 0.3
C 2.92143 -0.19162 2.57330 -0.1 -0.2 0.4
O 3.82941 0.50653 2.94966 0.4 0.3 0.0
O 2.95151 -1.00165 1.52852 0.1 0.2 -0.2
H 0.09300 -0.46929 2.04983 0.1 0.0 0.3
H 0.09308 -1.34635 3.47629 0.2 0.1 -0.2
H 1.53889 0.54491 3.86008 0.1 -0.2 -0.4
S 2.81555 -2.83568 -4.04786 -0.3 0.2 0.0
Sb 0.77318 -2.10588 -4.76822 0.1 0.1 0.6
S -0.35973 -2.41302 -1.15000 -0.6 0.1 0.4
S 0.53244 0.14274 -3.78343 -0.4 -0.3 -0.6
S -0.77118 -3.26276 -2.95963 0.2 -0.1 -0.7
C -3.85346 -2.78638 1.90888 0.1 0.1 -0.1
C -2.49374 -2.62505 1.24721 0.0 0.3 -0.5
Ge -2.43365 -1.60843 -0.50870 -0.3 -0.6 0.0
C -3.72766 -2.40092 -1.84184 0.5 0.3 0.4
C -5.19630 -2.07335 -1.61380 0.1 0.1 0.2
C -2.97265 0.26709 -0.22498 0.4 -0.8 -0.2
C -2.39939 1.47036 -0.11359 0.8 -0.7 -0.4
Ge -0.35575 1.65434 -0.43374 -0.8 1.0 0.6
C 0.31294 2.38181 1.38272 0.0 -0.4 -0.7
C 0.03489 3.79168 1.87702 0.0 0.0 0.0
C 0.06539 3.03388 -1.89480 0.0 -0.5 0.3
C -0.29290 4.51036 -1.99669 0.0 -0.1 0.1
C -3.25208 2.63185 0.19699 -0.2 0.5 0.1
C -4.59832 2.54693 0.57444 0.0 -0.1 0.0
C -5.33973 3.68258 0.83656 -0.1 0.0 0.0
C -4.76385 4.93802 0.74287 0.0 0.1 0.0
C -3.42751 5.04255 0.40327 -0.1 0.2 0.0
C -2.69203 3.90476 0.13781 -0.1 -0.2 0.0
H -3.75190 -3.29304 2.87014 -0.1 0.0 0.1
H -4.51742 -3.38071 1.28549 -0.1 0.0 0.0
H -4.32137 -1.81977 2.08344 -0.1 0.1 0.1
H -2.06986 -3.60863 1.03982 0.1 0.0 -0.1
H -1.80833 -2.12959 1.93497 0.1 0.1 0.0
H -3.57921 -3.48168 -1.83336 0.1 0.0 0.0
H -3.42489 -2.05292 -2.83005 0.2 0.0 0.1
H -5.53525 -2.43069 -0.64377 -0.2 0.0 0.1
H -5.80991 -2.54700 -2.38002 -0.1 0.0 0.0
H -5.36928 -1.00080 -1.65802 -0.1 0.1 0.0
H -4.05329 0.18899 -0.12453 -0.2 0.1 0.1
H 1.39591 2.24329 1.32603 0.1 -0.1 0.1
H -0.05626 1.68770 2.14017 0.0 -0.2 0.0
H 0.31504 4.52928 1.12997 0.0 0.2 -0.1
H 0.61345 3.99402 2.78107 0.0 0.1 0.1
H -1.01729 3.92514 2.11841 0.0 0.1 0.0
H -0.28426 2.53434 -2.79988 0.1 -0.1 0.0
H 1.15818 2.95149 -1.92124 0.0 -0.1 -0.1
H -1.36128 4.65847 -2.13656 -0.1 0.1 0.0
H 0.21421 4.93843 -2.86332 0.0 0.1 0.0
H 0.02936 5.07327 -1.12146 0.0 0.1 0.1
H -5.08981 1.59008 0.67656 0.0 -0.1 0.0
H -6.38126 3.59277 1.11767 0.0 0.0 0.0
H -5.35174 5.82049 0.94462 0.0 0.1 0.0
H -2.95708 6.01386 0.34543 0.1 0.1 0.0
H -1.65418 3.98167 -0.11914 0.1 0.1 0.0
C 5.06993 -2.75063 2.53232 -0.6 0.3 -0.5
Si 3.86773 -2.32706 1.11166 0.4 -0.8 -0.2
C 2.57362 -3.68712 0.80218 0.6 0.4 0.0
C 4.77793 -1.89130 -0.48076 -0.3 -0.1 0.5
C 5.23674 -2.91379 -1.30665 -0.1 0.1 0.2
C 5.78067 -2.64017 -2.54454 0.1 0.0 -0.1
C 5.86350 -1.33297 -2.98547 0.1 0.0 0.0
C 5.44129 -0.30031 -2.16959 0.0 0.1 0.0
C 4.90428 -0.57629 -0.92518 0.1 0.0 0.2
H 5.66135 -3.63084 2.30389 0.1 -0.2 -0.2
H 4.52427 -2.94947 3.45005 -0.2 -0.1 0.2
H 5.75296 -1.92803 2.72657 0.0 0.2 -0.1
H 2.94007 -4.67649 1.05832 0.1 -0.2 0.1
H 2.29526 -3.71115 -0.24802 0.0 0.1 -0.2
H 1.66656 -3.50115 1.37056 0.0 0.1 0.2
H 5.14146 -3.93680 -0.97443 0.0 -0.2 -0.1
H 6.08474 -3.44624 -3.19092 0.1 -0.1 -0.1
H 6.24209 -1.12293 -3.97210 0.0 0.0 -0.2
H 5.49593 0.71869 -2.52325 0.0 0.1 0.0
H 4.58054 0.23270 -0.28238 -0.1 0.1 0.0

---

Record 3
78
Properties=species:S:1:pos:R:3:forces:R:3 method="wB97M-V/def2-TZVPD" total_energy_ev=-58604.34739 s2=6.010 spin_multiplicity=5 charge=+1 lumo_ha="-0.0948 / -0.1396" homo_energy_ev="-9.9 / -11.0" orbital_gap_ev="7.314 / 7.193"
Rh -0.60073 1.03027 0.32326 -0.2 -0.1 -0.2
C -2.98032 -2.82557 0.28151 0.0 -0.1 0.0
C -4.28032 -2.38113 0.48755 0.0 0.0 0.0
C -4.52769 -1.02566 0.59727 -0.1 0.0 0.0
C -3.46770 -0.12677 0.50042 0.0 -0.1 0.0
N -2.22141 -0.58037 0.32883 0.1 0.1 0.0
C -1.97494 -1.88166 0.20811 0.0 0.0 -0.1
C -3.59611 1.34156 0.57566 0.0 0.2 0.1
C -4.81589 1.99573 0.41661 -0.1 -0.1 0.0
C -4.87449 3.37980 0.45209 0.0 0.0 0.0
C -3.71663 4.12353 0.63758 0.0 0.0 0.0
C -2.49412 3.47738 0.78438 0.0 0.0 0.1
C -2.42909 2.09224 0.75450 0.2 -0.1 -0.1
H -2.75898 -3.87739 0.15913 0.0 0.0 0.0
H -5.09688 -3.08774 0.55388 0.0 0.0 0.0
H -5.53248 -0.66156 0.75573 0.0 0.0 0.0
H -0.94299 -2.15480 0.01289 0.0 0.0 0.0
H -5.72154 1.42878 0.23188 0.0 0.1 0.0
H -5.82532 3.88180 0.32477 0.0 0.0 0.0
H -3.76126 5.20578 0.65738 0.0 0.0 0.0
H -1.59204 4.06644 0.91088 0.0 0.0 0.0
N -0.58140 0.36610 2.73334 0.0 0.0 -0.1
C 0.47810 -0.62088 2.97075 0.1 0.2 -0.1
C 1.24675 -0.30690 4.26851 0.1 -0.1 0.0
C 2.68509 -0.81173 4.44221 -0.1 -0.1 0.0
C 2.97525 -2.32092 4.39205 0.0 0.1 -0.1
N 1.90941 -3.20184 4.88397 0.0 0.2 0.0
C 1.18061 -4.02401 4.13786 0.0 0.0 0.3
N 1.22409 -3.96212 2.82004 -0.1 0.3 -0.3
N 0.38538 -4.91930 4.75490 0.1 0.0 -0.1
C 1.41297 -0.61722 1.74632 0.0 -0.2 0.0
O 2.12028 -1.62117 1.54512 -0.3 0.0 0.3
O 1.39347 0.44048 1.05312 -0.1 -0.1 -0.1
H -0.29818 1.27988 3.06551 0.0 0.1 0.1
H -1.45628 0.12834 3.18173 -0.1 0.0 0.0
H 0.00739 -1.60247 3.02746 0.0 0.0 0.0
H 0.63653 -0.61627 5.12146 0.0 0.0 0.0
H 1.32109 0.78235 4.32308 0.0 0.0 0.1
H 3.03030 -0.42993 5.40509 0.0 0.1 0.0
H 3.31209 -0.34519 3.67989 0.1 -0.1 0.0
H 3.85102 -2.52450 5.00607 0.0 0.0 0.0
H 3.22273 -2.61484 3.37926 -0.1 -0.1 -0.1
H 1.79075 -3.25939 5.88171 0.0 0.0 0.0
H 1.53369 -3.08346 2.34200 0.3 -0.1 -0.1
H 0.68042 -4.61697 2.28359 0.0 0.0 0.0
H 0.48476 -5.10542 5.73635 0.1 0.0 0.0
H -0.11840 -5.59870 4.21511 -0.1 0.0 0.0
C -0.11879 2.28155 -5.78872 0.1 0.0 0.0
C -0.61542 1.48677 -4.59504 -0.2 0.0 -0.2
C -1.88616 2.10696 -4.02287 0.2 0.0 0.2
C -0.82673 0.02346 -4.96742 0.1 0.0 0.2
O 0.48023 1.58371 -3.62434 -0.2 -0.2 0.1
P 0.52906 1.03676 -2.14870 0.4 0.0 -0.3
O 0.41902 2.21272 -1.17547 0.0 -0.1 0.3
O -0.54826 0.03669 -1.76142 0.0 0.1 0.3
O 1.89592 0.27091 -2.04404 0.0 0.2 -0.1
C 3.25354 0.75514 -2.31065 0.2 0.0 -0.1
C 4.13788 -0.12619 -1.44440 -0.1 -0.1 0.1
C 3.41541 2.22094 -1.92936 -0.2 -0.1 0.0
C 3.55322 0.53802 -3.78845 -0.2 0.0 0.0
H -0.85319 2.24515 -6.59487 0.0 0.0 0.0
H 0.82197 1.86436 -6.15267 0.0 0.0 0.0
H 0.04953 3.32323 -5.50959 0.0 0.0 0.0
H -2.69312 2.02972 -4.75222 0.0 0.0 0.0
H -1.72447 3.16039 -3.78386 0.0 -0.1 0.0
H -2.18693 1.58251 -3.11509 -0.1 0.0 0.0
H -1.61023 -0.05677 -5.72156 0.0 0.0 0.0
H -1.12436 -0.54862 -4.08678 0.0 0.0 -0.1
H 0.09390 -0.40274 -5.37205 0.0 0.0 0.0
H 3.85647 -0.01746 -0.39604 0.0 0.0 0.0
H 5.18524 0.15222 -1.57236 0.0 0.0 0.0
H 4.01065 -1.17372 -1.72462 0.0 0.0 0.0
H 3.17671 2.37198 -0.87598 0.0 0.0 0.0
H 2.75662 2.85531 -2.52601 0.1 0.0 0.0
H 4.44633 2.52669 -2.10967 0.0 0.0 0.0
H 3.34810 -0.49873 -4.06292 0.0 0.0 0.0
H 4.60400 0.75182 -3.98766 0.0 0.0 0.0
H 2.93688 1.19261 -4.40597 0.0 0.0 0.0